# 1
The following is a quantum chemistry calculation of 7 unconnected molecules or ions with the total composition C26H59N5O6 in a non-equilibrium geometry, from the OMol25 dataset.

As for the LUMO energy: 2.5 eV. The HOMO-LUMO gap comes out at 2.7 eV. The value obtained for the energy above the lowest of the compared OMol25 structures with the same formula, charge and spin is 303.8 kcal/mol. For the highest occupied orbital energy, the calculation gives -0.26 eV.

The geometry in ORCA input format:
```
! wB97M-V def2-TZVPD RIJCOSX def2/J DEFGRID3
* xyz -2 1
O -3.06171 -1.25768 -7.75869
O -4.49965 -3.47117 -6.46169
O -1.23395 0.12192 -3.85770
O -2.62274 -1.97284 -2.53174
O 4.39678 -0.76650 1.93121
O 3.18701 -3.81429 1.27297
N -2.88303 4.38003 2.17090
N 6.49628 4.92032 -3.28372
N -0.04905 0.93703 1.21620
N 3.78344 -1.60266 -2.75011
N -3.72382 -7.74826 3.48477
C 8.12594 4.16484 -5.04879
C 5.24272 5.69851 -1.24391
C 7.46062 5.36469 -4.28984
C -3.77010 -2.56116 -5.85005
C 3.44570 -3.12945 2.51945
C -2.12594 5.26366 1.23880
C -2.81584 4.91602 3.57927
C 4.39722 4.88575 -4.66012
C 5.47232 4.08160 -3.94115
C 6.04065 6.06472 -2.49527
C -3.67994 -2.77297 -4.49662
C -4.25397 4.03966 1.65110
C -2.17164 -0.62937 -5.90803
C -4.63256 2.69860 2.20714
C -4.52335 -8.89487 2.88143
C -1.40462 4.89402 4.14242
C -2.85368 -1.82761 -3.67513
C -1.99136 -0.68156 -4.47273
C -4.47960 -6.53330 3.77565
C 4.52716 -1.97039 2.64331
C -2.06026 -9.33354 4.28690
C -2.64443 6.70803 0.87688
C -2.97578 -1.51767 -6.51605
C -3.02855 -8.25539 4.65854
C -5.35402 -8.51622 1.66543
C -3.60567 -5.34858 4.26980
H 4.88482 -1.90224 3.67071
H -5.56831 2.42516 1.71960
H -2.39813 -7.45335 5.04246
H 0.06685 0.84244 0.21735
H -0.66362 5.54521 3.67880
H -5.08665 -6.14682 2.95699
H -3.99602 1.93265 1.76414
H -4.83893 2.45215 3.24866
H 5.86705 5.09010 -0.58957
H -3.24142 5.91772 3.63899
H -3.74653 -8.37541 5.46983
H -5.28160 -6.75834 4.47870
H 3.03581 -1.31244 -3.36406
H 3.74842 5.54914 -4.08824
H -1.45189 -9.41845 5.18733
H -1.39157 5.02148 5.22486
H -4.09784 3.97185 0.57448
H 4.57707 -2.10573 -3.12047
H -3.42640 4.28420 4.22434
H 3.37331 -2.28249 -2.12585
H -1.64413 0.17984 -6.39106
H -4.93717 -7.85440 0.90628
H 8.93682 4.54017 -5.67308
H 5.00266 3.64500 -3.05973
H 7.43295 3.63222 -5.70009
H -1.42002 -9.10351 3.43527
H 5.47827 -2.41514 2.35057
H 6.87178 6.74917 -2.32538
H 5.76601 3.21741 -4.53700
H 5.45289 6.74076 -3.11623
H -5.51691 -9.39783 1.04546
H 2.51461 -2.73567 2.92703
H -2.45747 -10.32722 4.07973
H -0.40135 0.06530 1.58506
H -1.84132 7.03230 0.21509
H -3.62215 6.52835 0.42980
H -6.27752 -7.99646 1.92056
H 4.76545 5.52819 -5.46000
H -4.38276 -3.45509 -4.04149
H 3.64148 -3.86775 3.29706
H -0.84135 3.99926 3.87743
H 5.11250 6.67733 -0.78231
H 4.05774 -0.93294 -2.04560
H -5.27743 -9.21128 3.60208
H 8.63315 3.47127 -4.37812
H -3.90608 -9.74391 2.58782
H -3.42024 -5.65517 5.29922
H -0.56038 1.77137 1.46623
H 8.20722 6.02166 -3.84369
H 6.98973 5.98041 -5.05617
H -4.18962 -4.43091 4.34055
H -2.81206 7.47223 1.63582
H 3.65213 4.20936 -5.07900
H -1.11879 5.42882 1.62153
H 4.39755 5.02853 -1.40169
H -2.10948 4.75542 0.27468
H -2.63053 -5.20493 3.80445
H -4.98945 4.83135 1.79393
H 0.94826 1.01576 1.35509
*
```

# 2
The following is a quantum chemistry calculation of C2H7N in the gas phase in a non-equilibrium geometry, from the OMol25 dataset.

As for the LUMO energy: 1.2 eV. The HOMO-LUMO gap comes out at 10.8 eV. The value obtained for the energy above the lowest of the compared OMol25 structures with the same formula, charge and spin is 12.1 kcal/mol. The SMILES is CCN. For the highest occupied orbital energy, the calculation gives -9.61 eV.

The geometry in ORCA input format:
```
! wB97M-V def2-TZVPD RIJCOSX def2/J DEFGRID3
* xyz 0 1
N -1.12984 -0.35423 -0.70762
C 1.09441 0.48806 -0.06572
C -0.15090 -0.36155 0.42665
H 0.17991 -1.36452 0.57260
H -1.62370 0.59643 -0.47187
H -0.56692 -0.01951 1.38183
H 1.36341 0.14375 -1.05267
H 1.94211 0.51413 0.61903
H -1.82612 -1.19112 -0.54199
H 0.71764 1.54857 -0.16024
*
```